# 1
{
  "formula": "C18H45BaN4O9",
  "method": "ωB97M-V with the def2-TZVPD basis set",
  "e_above_lowest_ev": 0.000,
  "homo_ev": -10.639,
  "lumo_energy_ha": -0.0962,
  "total_charge": 1,
  "symbols": ["Ba", "N", "O", "O", "O", "C", "O", "C", "C", "N", "C", "C", "O", "C", "H", "H", "H", "H", "H", "H", "H", "H", "H", "H", "H", "H", "H", "H", "H", "C", "O", "C", "C", "N", "C", "C", "O", "C", "H", "H", "H", "H", "H", "H", "H", "H", "H", "H", "H", "H", "H", "H", "H", "C", "O", "C", "C", "N", "C", "C", "O", "C", "H", "H", "H", "H", "H", "H", "H", "H", "H", "H", "H", "H", "H", "H", "H"],
  "positions_angstrom": [[0.3863, -0.2740, -0.4709], [-0.5490, -0.8410, 3.4577], [-1.6026, -1.5206, 3.4734], [-0.0106, -0.4941, 4.5135], [-0.0542, -0.5320, 2.3317], [0.4602, -3.8464, 0.9067], [1.1999, -2.8843, 0.1040], [2.5714, -3.1768, 0.0786], [3.2473, -2.5386, -1.1316], [3.0341, -1.0796, -1.1430], [3.1651, -0.7592, -2.5887], [3.0991, 0.7732, -2.9839], [1.9194, 1.4157, -2.5196], [1.7843, 2.6232, -3.2726], [0.4377, -3.4422, 1.9182], [0.9647, -4.8088, 0.8617], [-0.5548, -3.9584, 0.5381], [2.8058, -4.2469, 0.0429], [3.0643, -2.8397, 0.9988], [2.8301, -3.0104, -2.0192], [4.3043, -2.7787, -0.9816], [3.8598, -0.6518, -0.7333], [2.3183, -1.0926, -3.1925], [4.1160, -1.1344, -2.9727], [3.1226, 0.5976, -4.0645], [4.0165, 1.2925, -2.6973], [2.6206, 3.2979, -3.0861], [0.8365, 3.1127, -3.0534], [1.7465, 2.4424, -4.3504], [-4.5965, -4.9810, 1.0091], [-3.5026, -4.4983, 0.2695], [-3.8167, -3.6017, -0.7433], [-2.5460, -2.8299, -1.0980], [-2.0913, -1.8960, -0.0457], [-3.0737, -0.8737, 0.2401], [-3.1821, 0.2698, -0.8156], [-1.8887, 0.8061, -1.2017], [-1.8938, 1.6454, -2.3714], [-4.2762, -5.4207, 1.9495], [-5.2555, -5.6502, 0.4506], [-5.2450, -4.1485, 1.3189], [-4.7250, -3.0205, -0.5280], [-4.1861, -4.0898, -1.6631], [-2.6481, -2.2343, -2.0091], [-1.7190, -3.5098, -1.3100], [-2.0407, -2.4280, 0.8244], [-2.6780, -0.3181, 1.1011], [-4.0496, -1.2392, 0.5615], [-3.9299, 1.0038, -0.5131], [-3.5903, -0.1834, -1.7271], [-2.1175, 1.3231, -3.3888], [-0.8113, 1.7645, -2.5353], [-2.2161, 2.6200, -2.0097], [3.0289, -0.0351, 2.2415], [2.4764, 0.7181, 1.1720], [2.1213, 2.0266, 1.6070], [1.6269, 2.8731, 0.4447], [0.2045, 2.5735, 0.0890], [-0.7828, 3.0599, 1.0866], [-1.2318, 4.5047, 0.8762], [-0.2404, 5.4646, 1.1913], [0.2484, 5.4842, 2.5109], [4.0458, 0.3181, 2.4601], [3.0661, -1.0817, 1.9615], [2.4862, 0.1305, 3.1749], [2.9615, 2.5354, 2.0910], [1.3398, 2.0048, 2.3738], [2.3346, 2.7647, -0.3770], [1.7397, 3.9004, 0.8049], [0.1384, 3.2907, -0.6352], [-0.4320, 2.8232, 2.0885], [-1.6768, 2.4425, 0.9458], [-2.0396, 4.6131, 1.6166], [-1.6394, 4.7796, -0.0942], [0.5466, 4.5241, 2.9354], [-0.4755, 5.9587, 3.1829], [1.0933, 6.1720, 2.5228]],
  "forces_ev_per_angstrom": [[0.1, -0.2, 1.3], [-1.2, -0.9, 1.1], [0.7, 0.4, -0.4], [0.1, 0.1, -1.0], [0.6, 0.5, -0.9], [0.3, 0.7, 0.2], [-0.6, -0.8, -0.4], [1.1, 0.1, 0.0], [-0.4, -0.6, 2.0], [0.3, -0.4, -2.1], [-0.5, 2.8, 0.2], [0.8, -2.3, 0.5], [0.4, -0.2, -0.8], [-0.4, 0.3, -0.3], [-0.1, -0.3, 0.2], [0.0, -0.1, 0.1], [0.1, 0.1, -0.2], [-0.5, -0.1, -0.1], [-0.1, 0.2, 0.0], [0.2, 0.1, -0.2], [0.1, -0.1, -0.6], [-0.3, 0.1, 0.5], [0.0, -1.0, 0.4], [-0.2, -0.1, -0.3], [-0.2, 1.0, -0.2], [-0.2, 0.3, 0.2], [0.0, 0.1, 0.2], [0.1, 0.0, 0.5], [0.2, -0.3, 0.0], [-1.0, 0.7, 0.4], [0.5, -0.3, 0.5], [-0.5, -0.2, -1.5], [0.0, 0.7, 0.2], [-0.2, -0.6, -0.3], [1.0, 2.7, 0.7], [-0.6, -2.0, -1.3], [-1.6, -0.8, -0.3], [2.6, 0.7, 1.2], [0.4, -0.3, -0.3], [0.3, -0.3, -0.1], [0.1, 0.1, -0.1], [0.5, 0.5, 0.6], [0.5, -0.5, 0.0], [-0.4, -0.2, -0.1], [-0.2, -0.3, 0.1], [0.4, 0.1, 0.0], [-0.1, -0.4, 0.4], [-0.2, 0.1, -0.4], [0.5, 0.4, 0.3], [-0.1, 0.2, -0.1], [-1.5, -0.6, 0.5], [0.0, 0.4, 0.2], [-0.6, 0.1, -0.8], [0.6, 0.5, 0.6], [-0.4, 0.4, 0.0], [-0.2, 0.4, -0.1], [0.4, -0.1, 1.8], [1.3, 1.2, -0.7], [-0.3, -0.6, -1.1], [0.1, 0.1, 2.4], [0.5, -0.2, -0.9], [-0.3, 0.9, 0.4], [0.1, -0.1, -0.3], [-0.2, 0.0, 0.1], [-0.4, -0.4, -0.2], [0.3, -0.2, -0.2], [0.0, -0.5, 0.1], [-0.5, -0.2, -0.4], [-0.2, 0.1, -0.2], [-0.6, -0.6, -0.5], [-0.1, 0.3, 0.1], [0.0, 0.0, 0.1], [-0.3, 0.2, -0.2], [0.2, -0.4, -0.2], [0.0, -0.1, -0.2], [-0.2, -0.3, 0.0], [0.2, -0.2, -0.2]]
}

***

# 2
{
  "formula": "C18H45BeN5O2Si4",
  "method": "ωB97M-V with the def2-TZVPD basis set",
  "e_above_lowest_ev": 0.000,
  "homo_ev": -7.398,
  "lumo_energy_ha": 0.0131,
  "symbols": ["Be", "N", "C", "C", "N", "C", "C", "N", "H", "H", "H", "H", "H", "H", "H", "H", "H", "H", "H", "H", "H", "C", "Si", "C", "C", "Si", "Si", "C", "C", "C", "Si", "C", "C", "C", "H", "H", "H", "H", "H", "H", "H", "H", "H", "H", "H", "H", "H", "H", "H", "H", "H", "H", "H", "H", "H", "H", "H", "H", "H", "H", "H", "C", "N", "C", "C", "C", "O", "N", "C", "O", "H", "H", "H", "H", "H"],
  "positions_angstrom": [[-0.0831, 0.0414, -0.4314], [0.2134, -0.2715, 2.8350], [-0.4269, -1.5797, 2.7952], [-1.2830, -1.8093, 1.5497], [-0.6802, -1.5462, 0.2230], [0.4624, -2.4030, -0.1244], [1.7548, -1.6986, 0.3174], [1.5841, -0.2475, 0.1064], [0.6740, -0.1240, 3.7242], [-0.4683, 0.4682, 2.7130], [-1.0953, -1.7605, 3.6467], [0.3554, -2.3402, 2.8552], [-2.1753, -1.1863, 1.5958], [-1.5996, -2.8571, 1.5888], [-1.4391, -1.7005, -0.4394], [0.4806, -2.4914, -1.2104], [0.3826, -3.4052, 0.3089], [2.5873, -2.0889, -0.2690], [1.9677, -1.8941, 1.3659], [2.2510, 0.1251, -0.5605], [1.6834, 0.2828, 0.9660], [3.4396, -0.6632, -3.0257], [1.7414, -1.2364, -3.6845], [1.7262, -3.1139, -3.3163], [1.8926, -1.1538, -5.5750], [-0.0143, 0.0429, -2.7362], [-1.9641, -0.8221, -3.7365], [-3.4709, 0.2677, -3.3615], [-1.9203, -1.0659, -5.6186], [-2.3544, -2.5250, -2.9645], [0.3208, 2.1816, -3.6848], [-1.1711, 3.2822, -3.2513], [0.5398, 2.3573, -5.5655], [1.8501, 2.9940, -2.9094], [4.2571, -1.1177, -3.5898], [3.5891, -0.9284, -1.9740], [3.5454, 0.4211, -3.1084], [2.4168, -3.6350, -3.9827], [0.7341, -3.5470, -3.4725], [2.0312, -3.3447, -2.2918], [2.7484, -1.7358, -5.9246], [2.0207, -0.1252, -5.9180], [0.9961, -1.5484, -6.0587], [-3.2780, 1.3026, -3.6586], [-3.6735, 0.2552, -2.2898], [-4.3728, -0.0686, -3.8789], [-1.6444, -0.1327, -6.1159], [-2.8895, -1.3830, -6.0097], [-1.1821, -1.8214, -5.8977], [-2.7037, -2.4018, -1.9343], [-1.4712, -3.1696, -2.9516], [-3.1414, -3.0542, -3.5066], [-1.9944, 3.1289, -3.9534], [-0.9146, 4.3441, -3.2607], [-1.5400, 3.0399, -2.2513], [-0.2729, 1.8697, -6.1100], [1.4784, 1.9115, -5.9016], [0.5534, 3.4098, -5.8576], [1.7706, 2.9932, -1.8215], [1.9748, 4.0287, -3.2395], [2.7618, 2.4536, -3.1775], [-4.5714, 2.3370, 0.1982], [-3.1267, 2.4183, 0.3368], [-2.4876, 3.5942, 0.5967], [-1.1509, 3.6722, 0.6965], [-0.3606, 2.4819, 0.4561], [0.8721, 2.4777, 0.4807], [-1.0507, 1.3061, 0.2078], [-2.4050, 1.2382, 0.1626], [-3.0163, 0.1852, -0.0192], [-5.0049, 3.3177, 0.3767], [-4.9785, 1.6214, 0.9112], [-4.8382, 1.9976, -0.8022], [-3.1242, 4.4602, 0.7198], [-0.6463, 4.6035, 0.8989]],
  "forces_ev_per_angstrom": [[-0.2, 0.0, 0.2], [0.0, 0.0, -0.1], [0.1, -0.1, -0.2], [0.0, 0.2, 0.2], [0.0, -0.1, -0.2], [0.2, 0.0, 0.0], [-0.1, -0.2, 0.0], [0.0, 0.2, 0.0], [0.0, 0.0, 0.0], [0.0, 0.1, 0.0], [0.0, 0.0, 0.0], [0.0, 0.0, 0.0], [0.0, 0.0, 0.0], [-0.1, 0.0, -0.1], [0.1, 0.0, 0.0], [-0.1, -0.1, 0.1], [0.0, 0.0, 0.0], [0.0, 0.1, 0.0], [0.0, 0.1, 0.0], [-0.1, 0.0, 0.0], [0.0, 0.0, 0.1], [-0.2, 0.1, 0.0], [0.4, -0.3, -0.2], [-0.2, 0.2, 0.1], [-0.2, 0.2, 0.2], [0.0, -0.2, -0.4], [-0.4, -0.2, -0.1], [0.2, 0.1, 0.0], [0.2, 0.1, 0.2], [0.2, 0.2, 0.0], [0.0, 0.5, 0.0], [0.0, -0.2, 0.1], [0.0, -0.3, 0.2], [-0.1, -0.2, 0.0], [0.0, -0.1, 0.0], [0.0, 0.0, 0.0], [0.0, 0.0, 0.0], [0.0, 0.1, 0.0], [0.0, 0.0, 0.0], [0.0, 0.0, -0.1], [0.0, 0.0, 0.1], [0.0, -0.1, 0.0], [0.0, 0.0, 0.0], [-0.1, 0.0, 0.0], [0.0, 0.0, 0.0], [0.1, -0.1, -0.1], [0.0, 0.0, 0.0], [0.0, 0.0, 0.1], [0.0, 0.0, 0.0], [0.0, 0.0, 0.0], [0.0, 0.0, 0.0], [0.0, 0.0, 0.0], [0.0, 0.0, 0.0], [0.1, 0.0, -0.1], [-0.1, 0.0, 0.0], [0.0, 0.0, 0.0], [0.0, 0.0, 0.0], [0.0, 0.1, 0.1], [0.0, 0.0, 0.1], [-0.1, 0.0, -0.1], [0.0, 0.0, 0.0], [-0.1, -0.1, 0.0], [0.0, -0.1, -0.1], [0.2, 0.1, 0.1], [-0.1, 0.1, -0.1], [0.1, 0.0, 0.2], [-0.2, -0.1, -0.1], [0.6, 0.2, 0.0], [-0.2, -0.1, 0.0], [0.0, 0.1, -0.1], [0.1, 0.0, 0.0], [0.0, 0.0, 0.0], [0.0, 0.0, 0.0], [0.0, 0.0, 0.0], [0.0, 0.0, 0.0]]
}

***

# 3
{
  "formula": "C18H45F2K3NO16P3S2",
  "method": "ωB97M-V with the def2-TZVPD basis set",
  "e_above_lowest_ev": 0.000,
  "homo_ev": -13.086,
  "lumo_energy_ha": -0.2161,
  "total_charge": 2,
  "symbols": ["K", "K", "K", "N", "S", "O", "O", "F", "S", "O", "O", "F", "C", "C", "O", "P", "O", "O", "C", "C", "O", "C", "C", "H", "H", "H", "H", "H", "H", "H", "H", "H", "H", "H", "H", "H", "H", "H", "C", "C", "O", "P", "O", "O", "C", "C", "O", "C", "C", "H", "H", "H", "H", "H", "H", "H", "H", "H", "H", "H", "H", "H", "H", "H", "C", "C", "O", "P", "O", "O", "C", "C", "O", "C", "C", "H", "H", "H", "H", "H", "H", "H", "H", "H", "H", "H", "H", "H", "H", "H"],
  "positions_angstrom": [[1.3279, 2.2222, -1.8442], [6.2353, -2.8668, -5.4672], [2.9729, -4.1171, -5.3874], [4.1082, -2.1155, -3.9932], [3.7073, -0.5010, -3.7508], [4.8417, 0.3690, -3.8670], [2.7142, -0.1593, -2.7602], [3.0375, -0.3222, -5.1977], [4.1451, -2.4890, -2.4951], [3.0728, -3.1160, -1.7985], [5.1914, -1.8583, -1.7234], [5.0432, -3.8438, -2.9047], [8.7454, -4.9217, -2.2253], [9.8099, -4.0574, -1.5468], [9.5580, -2.6381, -1.7737], [9.5240, -1.9552, -3.2599], [8.5866, -2.5799, -4.2340], [9.2067, -0.4472, -2.8892], [7.8803, 0.0735, -2.6897], [7.8221, 0.6981, -1.3293], [11.0229, -1.8383, -3.7640], [11.6255, -2.9827, -4.3851], [12.0469, -2.7017, -5.8278], [7.7887, -4.4323, -2.0616], [9.0172, -4.8609, -3.2823], [8.8229, -5.9721, -1.9583], [9.7225, -4.1665, -0.4668], [10.8214, -4.2623, -1.8937], [7.7291, 0.7466, -3.5398], [7.1718, -0.7512, -2.8262], [6.7938, 0.6452, -0.9756], [8.5057, 0.1760, -0.6691], [8.1566, 1.7360, -1.3608], [12.5314, -3.2032, -3.8206], [11.0124, -3.8866, -4.3807], [12.4679, -3.6531, -6.1724], [11.3043, -2.3979, -6.5603], [12.9131, -2.0406, -5.8595], [4.6789, -6.2744, 4.5324], [6.1591, -6.4903, 4.1658], [6.5556, -5.7612, 3.0018], [6.8953, -4.2178, 3.1557], [5.8482, -3.3906, 3.7792], [8.2770, -4.2040, 3.9781], [9.0555, -3.0063, 4.1056], [10.0949, -2.9831, 2.9770], [7.3306, -3.8452, 1.6701], [6.4993, -2.9970, 0.8704], [7.0729, -1.6050, 0.9407], [4.0239, -6.9982, 4.0375], [4.4723, -6.6218, 5.5524], [4.2987, -5.2610, 4.4528], [6.7834, -6.3105, 5.0386], [6.2314, -7.5562, 3.9645], [8.4605, -2.0936, 4.0685], [9.5573, -3.0861, 5.0661], [10.9783, -2.3891, 3.2353], [10.4850, -3.9770, 2.7619], [9.7458, -2.5224, 2.0536], [6.4718, -3.3647, -0.1522], [5.4837, -2.8629, 1.2534], [7.1298, -1.2259, 1.9684], [8.0564, -1.5427, 0.4823], [6.3701, -0.8330, 0.6150], [-3.4327, -6.2407, -7.7171], [-2.9729, -5.4123, -6.5126], [-2.2659, -4.2632, -7.0364], [-0.7169, -4.0206, -7.2257], [0.1840, -4.1672, -6.0442], [-0.6515, -2.6323, -7.9874], [0.5688, -1.8707, -7.9684], [0.2882, -0.4661, -7.5049], [-0.3196, -5.0416, -8.3961], [0.1653, -6.3513, -8.1169], [0.3391, -7.2033, -9.3795], [-4.3608, -5.7865, -8.0665], [-2.6938, -6.3022, -8.5083], [-3.6831, -7.2732, -7.4610], [-3.8196, -5.0915, -5.9174], [-2.2367, -6.0103, -5.9694], [1.2184, -2.3602, -7.2408], [0.9994, -1.8385, -8.9666], [1.1161, 0.1782, -7.2010], [-0.1819, 0.1551, -8.2758], [-0.4394, -0.3532, -6.6959], [1.1736, -6.3420, -7.6826], [-0.5282, -6.7711, -7.3847], [-0.4313, -6.9003, -10.0913], [1.2687, -6.9635, -9.8998], [0.3721, -8.2632, -9.1471]],
  "forces_ev_per_angstrom": [[0.1, -0.1, 0.0], [1.2, 0.2, 0.3], [-1.1, -0.5, 0.0], [-2.4, 4.0, -0.2], [1.1, 2.7, -3.3], [-0.7, -1.0, 0.5], [0.2, -0.9, -0.7], [-0.4, -0.3, 0.8], [4.8, -5.9, 5.1], [-0.7, 1.2, -1.1], [-1.8, 1.1, -0.8], [-0.5, -0.3, -0.4], [1.3, 0.7, -0.8], [-0.6, 0.1, 0.3], [-0.3, 0.4, -1.7], [0.2, 0.6, 1.6], [-0.2, 0.0, 0.1], [1.0, -1.1, -0.5], [0.1, -0.7, -0.9], [-0.1, 0.6, -0.2], [-1.1, -0.1, 0.3], [0.7, -0.1, -1.1], [0.9, -0.7, 0.3], [-0.3, -0.5, 0.1], [-0.6, -0.2, -0.2], [-0.3, 0.1, 0.4], [0.3, 0.1, 0.0], [0.0, -0.2, 0.2], [-0.2, 0.2, 0.4], [0.0, 0.1, 0.3], [0.1, 0.1, 0.3], [-0.2, -0.2, 0.1], [-0.1, 0.0, 0.0], [-0.1, 0.0, 0.1], [-0.4, 0.3, 0.3], [-0.2, 0.0, -0.1], [-0.3, 0.1, 0.4], [-0.3, 0.4, 0.0], [-0.4, -0.9, 0.5], [-1.5, -0.5, 0.9], [0.5, 0.4, 0.1], [0.4, 0.1, 0.9], [0.3, -0.1, -0.6], [-1.1, -0.3, -0.6], [0.9, -0.1, -0.8], [0.6, 0.5, 0.1], [-0.4, -0.4, 0.1], [-0.2, 1.3, 0.4], [-0.1, 0.9, 0.6], [0.1, 0.5, -0.8], [0.6, 0.4, 0.2], [0.2, 0.0, -0.2], [0.3, 0.5, -0.2], [0.5, 0.1, -0.4], [-0.3, -0.2, 0.2], [-0.1, 0.1, 0.1], [-0.2, 0.0, 0.3], [-0.2, -0.1, 0.0], [-0.4, -0.3, 0.0], [0.1, -0.3, 0.1], [0.0, -0.9, 0.1], [0.4, -0.8, 0.3], [-0.1, 0.2, -0.1], [0.1, -0.4, -1.0], [-0.9, 0.1, 0.4], [1.2, -1.5, -1.2], [0.8, 1.6, 0.3], [-0.5, -1.2, -0.6], [-0.1, 0.3, -0.4], [-0.4, -0.4, 0.4], [0.0, 0.3, 0.8], [-1.1, 1.8, -0.1], [0.5, 0.6, -0.2], [0.5, -0.9, 0.3], [-0.3, 1.2, -0.3], [0.2, -0.1, -0.5], [0.1, 0.3, -0.1], [0.0, 0.1, 0.3], [0.3, 0.2, 0.2], [-0.3, 0.2, 0.6], [0.4, 0.0, -0.2], [0.0, -0.4, 0.0], [0.6, -0.7, -0.1], [0.0, -0.4, -0.3], [0.1, -0.7, 0.2], [-0.3, 0.5, 0.5], [0.2, -0.5, -0.2], [-0.3, -0.7, 0.1], [0.1, 0.1, 0.2], [-0.4, 0.0, 0.0]]
}